{"formula": "C2H5NO", "method": "ωB97M-V with the def2-TZVPD basis set", "species": ["C", "C", "H", "H", "H", "H", "H", "N", "O"], "coordinates": [[-1.2815, -0.5031, 0.0036], [0.0493, 0.1646, -0.0239], [-1.3251, -1.4624, -1.3312], [-2.3213, 0.7876, -0.0106], [-1.2853, -1.3301, 1.5131], [0.9693, -1.7196, 0.3438], [2.0934, -0.4340, 0.4394], [1.1036, -0.6818, -0.1414], [0.1921, 1.3702, 0.0197]], "homo_lumo_gap_ev": 9.36}

{"formula": "C6H3NO", "method": "ωB97M-V with the def2-TZVPD basis set", "species": ["C", "C", "C", "C", "C", "N", "C", "O", "H", "H", "H"], "coordinates": [[1.8538, 1.4281, -0.1341], [1.0320, 0.3657, 0.1059], [-0.4120, 0.3201, 0.3081], [-1.6025, 0.2063, 0.1754], [-2.9565, -0.0117, -0.0269], [-4.0765, -0.4080, -0.2124], [1.8137, -0.9368, 0.0261], [3.0494, -0.8800, -0.0905], [2.9792, 1.0982, -0.3734], [1.4820, 2.4402, -0.1965], [1.3082, -1.8728, 0.0542]], "homo_lumo_gap_ev": 9.09, "smiles": "C=C(C#CC#N)C=O"}

{"formula": "C5H6O2", "method": "ωB97M-V with the def2-TZVPD basis set", "species": ["O", "C", "C", "C", "C", "C", "O", "H", "H", "H", "H", "H", "H"], "coordinates": [[-3.6845, 0.3477, -0.8012], [-2.5345, -0.0140, -0.7011], [-1.6332, 0.4250, 0.3884], [-0.4264, -0.0834, 0.4956], [0.7282, -0.6759, 0.6201], [2.0482, -0.2252, 0.0367], [1.9582, 0.8268, -0.8867], [-2.0782, -0.7180, -1.4265], [-2.0284, 1.1392, 1.1081], [0.7530, -1.5885, 1.2161], [2.7302, 0.0139, 0.8693], [2.4956, -1.0686, -0.4995], [1.6718, 1.6210, -0.4191]], "homo_lumo_gap_ev": 10.08, "smiles": "O=CC=C=CCO"}

{"formula": "C18H19BrN4O3Pd", "method": "ωB97M-V with the def2-TZVPD basis set", "species": ["Pd", "O", "C", "C", "C", "C", "C", "C", "C", "N", "C", "C", "N", "H", "H", "H", "H", "H", "H", "H", "N", "C", "C", "N", "H", "H", "H", "H", "H", "H", "H", "H", "Br", "C", "C", "C", "C", "C", "C", "C", "O", "O", "H", "H", "H", "H"], "coordinates": [[-0.1001, -0.2620, -0.5582], [-1.4952, 0.3577, 0.9643], [-2.6797, -0.0550, 1.2478], [-3.3577, 0.5849, 2.3251], [-4.5893, 0.1739, 2.7589], [-5.2566, -0.8775, 2.1181], [-4.6513, -1.4922, 1.0516], [-3.3742, -1.1159, 0.5993], [-2.7817, -1.8017, -0.5249], [-1.7324, -1.4411, -1.2520], [-1.5417, -2.3951, -2.2249], [-2.4972, -3.3469, -2.1102], [-3.2694, -2.9627, -1.0367], [-2.8343, 1.4056, 2.7979], [-5.0533, 0.6722, 3.6014], [-6.2406, -1.1858, 2.4442], [-5.2010, -2.2746, 0.5397], [-0.7552, -2.3084, -2.9534], [-2.7015, -4.2314, -2.6860], [-4.0482, -3.4706, -0.6621], [1.6105, -1.2636, -1.8830], [2.1188, -2.4868, -1.2422], [2.2412, -2.2952, 0.2673], [0.9180, -2.1061, 0.8452], [1.4620, -1.4042, -2.8730], [2.2711, -0.5018, -1.7679], [3.0943, -2.7818, -1.6405], [1.4100, -3.2940, -1.4426], [2.8146, -1.3877, 0.4554], [2.7867, -3.1441, 0.6926], [0.9575, -1.5527, 1.6899], [0.4471, -2.9799, 1.0361], [3.9136, 6.2033, -2.2896], [3.5550, 4.9429, -0.9106], [4.2000, 5.0860, 0.3067], [3.9401, 4.1715, 1.3176], [3.0725, 3.1146, 1.0948], [2.4377, 2.9825, -0.1365], [2.6667, 3.9101, -1.1442], [1.5308, 1.8111, -0.3855], [0.6925, 1.8454, -1.2998], [1.6915, 0.7822, 0.3517], [4.8955, 5.8993, 0.4603], [4.4221, 4.2857, 2.2799], [2.8682, 2.3811, 1.8621], [2.1425, 3.8088, -2.0844]], "homo_lumo_gap_ev": [6.88, 6.88]}

{"formula": "C33H24Br4N10O3SSn", "method": "ωB97M-V with the def2-TZVPD basis set", "species": ["Sn", "C", "N", "C", "N", "C", "N", "C", "C", "C", "C", "C", "C", "C", "N", "N", "C", "O", "C", "C", "C", "C", "C", "C", "N", "C", "N", "C", "N", "C", "H", "H", "H", "H", "H", "H", "H", "H", "H", "H", "H", "H", "H", "H", "H", "H", "Br", "C", "C", "Br", "C", "Br", "C", "O", "C", "O", "C", "Br", "N", "C", "S", "N", "C", "C", "C", "C", "C", "C", "H", "H", "H", "H", "H", "H", "H", "H"], "coordinates": [[-1.4452, -0.1856, -1.5833], [-1.0237, 0.4627, 4.0335], [-1.7883, 0.5088, 2.7933], [-1.4022, 0.9693, 1.6088], [-2.3003, 0.6517, 0.6859], [-3.2539, -0.0133, 1.4057], [-2.9679, -0.1180, 2.6773], [-0.6263, -0.9618, 4.3630], [-1.0280, -1.5213, 5.5661], [-0.6918, -2.8318, 5.8743], [0.0359, -3.5916, 4.9810], [0.4438, -3.0369, 3.7643], [0.1148, -1.7171, 3.4591], [1.1984, -3.8896, 2.8592], [1.5723, -5.1062, 3.1238], [2.2143, -5.5822, 2.0389], [2.2162, -4.6438, 1.1386], [1.5863, -3.5317, 1.6052], [2.7870, -4.7722, -0.1930], [3.3089, -6.0185, -0.5529], [3.8547, -6.1991, -1.8078], [3.8803, -5.1508, -2.7171], [3.3662, -3.9110, -2.3688], [3.3804, -2.7820, -3.3813], [2.0366, -2.2574, -3.5776], [1.5034, -1.1672, -3.0396], [0.1971, -1.1467, -3.2675], [-0.0068, -2.2897, -3.9911], [1.0848, -2.9827, -4.1820], [2.8208, -3.7182, -1.1036], [-1.6286, 0.8803, 4.8354], [-0.1432, 1.0906, 3.8949], [-0.5013, 1.5357, 1.4532], [-4.1545, -0.4137, 0.9705], [-1.6053, -0.9330, 6.2687], [-1.0093, -3.2593, 6.8154], [0.2951, -4.6168, 5.2036], [0.4413, -1.2937, 2.5134], [3.2719, -6.8283, 0.1615], [4.2568, -7.1625, -2.0892], [4.3049, -5.3009, -3.7021], [3.7592, -3.1334, -4.3379], [4.0070, -1.9593, -3.0363], [2.0762, -0.4205, -2.5195], [-0.9693, -2.5902, -4.3705], [2.4166, -2.7534, -0.8113], [4.9691, 2.7007, 0.7766], [3.2828, 2.4451, 0.0321], [2.6411, 3.5410, -0.6967], [3.5261, 5.1676, -0.8655], [1.3968, 3.3864, -1.2520], [0.5166, 4.7720, -2.1614], [0.6974, 2.1476, -1.1461], [-0.4267, 1.9663, -1.6210], [1.3603, 1.0134, -0.4005], [0.7607, -0.0495, -0.3123], [2.6538, 1.2390, 0.1739], [3.4071, -0.2067, 1.1073], [-4.8013, 2.4878, -1.6180], [-3.6762, 2.4615, -2.3249], [-3.2443, 1.0334, -3.1895], [-2.8978, 3.5323, -2.4133], [-3.0001, 4.7521, -1.6779], [-2.7791, 5.9501, -2.3460], [-2.8109, 7.1435, -1.6426], [-3.0600, 7.1425, -0.2773], [-3.2725, 5.9436, 0.3877], [-3.2398, 4.7437, -0.3067], [-5.4300, 1.7065, -1.6944], [-5.1748, 3.3641, -1.2807], [-2.1414, 3.4697, -3.0766], [-2.5923, 5.9449, -3.4139], [-2.6484, 8.0772, -2.1637], [-3.0852, 8.0745, 0.2707], [-3.4533, 5.9387, 1.4543], [-3.3630, 3.8034, 0.2167]], "total_charge": 2, "homo_lumo_gap_ev": 3.44}

{"formula": "C25H30IrN3O2S4Si2", "method": "ωB97M-V with the def2-TZVPD basis set", "species": ["Ir", "C", "Si", "C", "C", "C", "C", "C", "C", "C", "C", "N", "Si", "C", "C", "C", "H", "H", "H", "H", "H", "H", "H", "H", "H", "H", "H", "H", "H", "H", "H", "H", "H", "H", "H", "H", "H", "H", "S", "C", "C", "C", "C", "C", "N", "H", "H", "H", "H", "O", "S", "O", "N", "C", "S", "C", "C", "C", "C", "C", "C", "H", "H", "H", "H", "S", "C"], "coordinates": [[0.3387, -0.0358, 0.7090], [-0.8031, -1.2842, 4.2566], [-2.0733, -1.0920, 2.8397], [-2.5791, 0.7247, 2.5970], [-3.6260, -2.0804, 3.3848], [-1.2257, -1.7207, 1.2639], [-0.1464, -2.6647, 1.5792], [-0.2639, -3.8888, 2.2301], [0.8763, -4.6425, 2.4610], [2.1040, -4.1515, 2.0230], [2.1433, -2.9333, 1.3763], [1.0462, -2.2133, 1.1524], [-2.0927, -2.3136, -0.3162], [-2.6290, -0.9822, -1.5659], [-3.6576, -3.3546, 0.0864], [-0.8864, -3.5075, -1.2141], [-1.0396, -0.6678, 5.1184], [0.1836, -0.9907, 3.9115], [-0.7373, -2.3133, 4.5947], [-2.9087, 1.1856, 3.5220], [-3.3769, 0.8291, 1.8718], [-1.7330, 1.2983, 2.2246], [-4.0261, -1.6964, 4.3175], [-3.4078, -3.1317, 3.5365], [-4.4156, -2.0199, 2.6469], [-1.2393, -4.2352, 2.5361], [0.8186, -5.5994, 2.9617], [3.0156, -4.7088, 2.1710], [3.0725, -2.5062, 1.0225], [-3.2414, -0.2115, -1.1133], [-3.2017, -1.4330, -2.3707], [-1.7687, -0.4907, -2.0069], [-4.4372, -2.7335, 0.5137], [-3.4445, -4.1529, 0.7897], [-4.0640, -3.8107, -0.8112], [0.0555, -3.0071, -1.4215], [-1.2906, -3.8619, -2.1581], [-0.6664, -4.3789, -0.6025], [1.4315, 1.1251, 2.6938], [2.8564, 0.8895, 1.7593], [4.1067, 1.4296, 2.0670], [5.1699, 1.1581, 1.2335], [4.9769, 0.3415, 0.1190], [3.7047, -0.1328, -0.1287], [2.6771, 0.1263, 0.6676], [4.2178, 2.0501, 2.9408], [6.1448, 1.5782, 1.4380], [5.7973, 0.0803, -0.5321], [3.4740, -0.7476, -0.9885], [0.1537, 7.0294, -1.9122], [1.1918, 6.1834, -2.4514], [2.4417, 6.8514, -2.7342], [1.4264, 4.8593, -1.4937], [1.0151, 3.7933, -2.1439], [1.3515, 2.1996, -1.4272], [0.5492, 3.9236, -3.4773], [0.1336, 2.9563, -4.4068], [-0.1835, 3.3647, -5.6823], [-0.1101, 4.7062, -6.0650], [0.2884, 5.6749, -5.1453], [0.5995, 5.2764, -3.8778], [0.0762, 1.9128, -4.1253], [-0.4976, 2.6324, -6.4142], [-0.3766, 4.9914, -7.0723], [0.3635, 6.7161, -5.4210], [-1.5659, 2.2573, -0.8009], [-0.0860, 1.5509, -0.7363]], "total_charge": -1, "spin_multiplicity": 2, "homo_lumo_gap_ev": [5.09, 5.05]}

Quick rundown of F_max, same order as above: 7.800; 5.380; 0.485; 2.151; 1.262; 3.728 eV Å⁻¹
Quick rundown of relative energy (zero: lowest compared OMol25 entry of this formula, charge and spin), same order as above: 187.71; 48.83; 49.83; 39.23; 16.13; 64.22 kcal/mol
Quick rundown of E_tot, same order as above: -5685.090; -9804.090; -9374.935; -104600.020; -352476.737; -96913.452 eV